Below is a structure of composition C40H88N4O8Zr at a distorted geometry, with properties calculated with wB97M-V/def2-TZVPD.

```
141
Properties=species:S:1:pos:R:3:lowdin_charge:R:1
Zr -9.7714 -0.3284 2.3136 2.007
O -11.0608 -3.3752 5.6292 -0.145
O -11.5625 2.1153 5.9224 -0.127
O -9.5462 -2.1226 3.5675 -0.256
O -10.2134 1.6125 1.3339 -0.349
O -11.1535 0.2283 4.0057 -0.246
O -8.0917 0.6260 3.5576 -0.358
O -11.5454 -1.4120 1.2905 -0.346
O -8.1792 -0.9912 0.8566 -0.356
N -7.0945 0.5207 4.6542 -0.085
N -7.9555 -1.5250 -0.4473 -0.101
N -10.8526 2.8640 1.5438 -0.100
N -11.8006 -2.4553 0.3501 -0.120
C -8.7307 0.3104 6.5171 -0.032
C -5.6454 -0.4621 -0.9932 -0.034
C -10.6659 5.4030 1.5598 -0.181
C -12.5670 -3.6165 0.9053 -0.461
C -7.6592 -3.5055 -1.8810 -0.146
C -13.3207 -4.2697 -1.5611 -0.172
C -7.1655 -0.6040 -1.2972 -0.460
C -7.8344 2.6437 5.8869 -0.020
C -4.9892 1.3887 6.6361 -0.164
C -7.7815 0.8862 -1.3175 -0.022
C -12.2942 2.9289 1.1986 -0.456
C -8.6749 -3.9095 0.3548 -0.039
C -5.2845 -0.6569 3.3534 -0.049
C -9.6243 4.1899 -0.3389 -0.023
C -13.0774 1.9355 2.0856 -0.051
C -6.8921 -2.6320 -2.9162 -0.148
C -13.5366 -1.0422 -0.8848 -0.025
C -7.6831 -3.0255 -0.4184 -0.451
C -11.8225 -4.3289 2.0547 -0.043
C -5.3454 1.9271 3.3984 -0.023
C -12.4582 -3.1198 -2.0102 -0.160
C -8.4021 -2.8912 3.9588 -0.086
C -11.1080 -1.0958 -1.6710 -0.043
C -12.2731 -0.5347 4.3857 -0.122
C -11.5100 -4.7104 5.6574 -0.121
C -6.3221 -3.4295 0.1969 -0.047
C -12.6912 -4.6939 -0.2056 -0.135
C -4.6658 0.5263 5.4007 -0.160
C -14.0171 -3.3260 1.4520 -0.028
C -12.0920 5.5215 1.0717 -0.186
C -7.3215 -1.1418 -2.7126 -0.151
C -10.0134 4.0832 1.1642 -0.454
C -12.8649 4.3345 1.6144 -0.136
C -12.2231 -1.9243 -0.9967 -0.424
C -12.7044 2.6408 -0.2938 -0.016
C -5.6726 0.6068 4.1888 -0.438
C -8.6863 4.1054 1.9781 -0.037
C -7.5094 1.1301 5.9573 -0.471
C -11.8062 3.4408 5.5632 -0.124
C -6.4060 0.8884 7.0154 -0.164
H -13.1915 -0.0919 4.0003 0.088
H -13.8910 4.3428 1.2468 0.116
H -14.7038 -2.9227 0.7077 0.056
H -8.1049 5.0036 1.7699 0.084
H -13.0245 2.1794 3.1467 0.062
H -7.8178 1.3754 -0.3442 0.055
H -14.5547 -4.2189 1.7713 0.075
H -14.3886 -1.7220 -0.8790 0.047
H -6.9260 3.1963 5.6468 0.064
H -12.9441 4.4343 2.6969 0.102
H -13.3069 -5.0264 -2.3455 0.110
H -11.8850 3.4656 4.4764 0.060
H -12.5852 -4.6407 5.8224 0.088
H -12.4826 -5.1356 2.3737 0.080
H -8.1039 3.2337 1.6796 0.063
H -11.2158 -5.0876 6.6368 0.084
H -4.3424 1.2713 7.5056 0.112
H -5.3840 -1.6077 3.8769 0.068
H -14.3476 -3.9069 -1.5160 0.099
H -5.0801 2.3746 6.1803 0.089
H -5.4313 -3.1186 -0.3488 0.065
H -11.1238 -5.2569 4.7970 0.089
H -7.1874 1.5690 -1.9249 0.076
H -9.0096 0.6015 7.5298 0.080
H -11.2058 -3.0465 6.5195 0.098
H -6.1732 -4.5044 0.2996 0.077
H -6.3196 -0.1616 7.2951 0.112
H -7.3932 -4.5440 -2.0779 0.119
H -5.1973 0.4710 -1.3347 0.074
H -8.8527 4.0207 3.0520 0.068
H -10.8538 -4.7420 1.7737 0.076
H -13.1095 -5.5942 0.2446 0.111
H -3.6993 0.9202 5.0865 0.111
H -11.2955 0.9267 4.6489 0.041
H -8.6374 -3.9536 3.8944 0.092
H -12.1905 1.8351 -0.8181 0.064
H -8.7825 -3.6491 1.4078 0.050
H -4.5237 -0.5060 5.7207 0.105
H -8.7745 4.8577 -0.4802 0.082
H -11.4023 -0.7959 -2.6767 0.088
H -13.6805 -0.4298 0.0053 0.062
H -12.8490 0.8809 1.9314 0.050
H -12.0506 5.5471 -0.0172 0.100
H -6.7577 -0.4635 -3.3531 0.115
H -12.9614 -2.7838 -2.9168 0.116
H -13.7673 2.5026 -0.4921 0.080
H -10.6098 5.5936 2.6315 0.113
H -9.6756 -3.8082 -0.0652 0.059
H -6.1854 -3.0288 1.2013 0.064
H -12.7707 3.7258 5.9835 0.090
H -8.2486 3.0782 6.7967 0.081
H -11.5129 -3.5126 -2.3844 0.109
H -8.5146 2.7657 5.0440 0.060
H -10.1467 6.2836 1.1816 0.121
H -5.0040 -1.2195 -1.4438 0.060
H -8.3609 -4.9530 0.3302 0.090
H -10.2170 -1.7233 -1.6896 0.056
H -7.5121 -2.7414 3.3476 0.077
H -5.3013 2.8619 3.9573 0.067
H -10.3950 4.5217 -1.0346 0.066
H -8.6881 -3.4253 -2.2315 0.096
H -9.5590 0.4209 5.8172 0.040
H -12.4932 6.4612 1.4513 0.112
H -12.4315 -0.5427 5.4641 0.097
H -5.8257 -2.8084 -2.7756 0.092
H -7.2137 -2.9621 -3.9040 0.104
H -6.6219 1.4304 7.9360 0.110
H -11.0282 4.1360 5.8788 0.089
H -12.2380 -1.5568 4.0087 0.067
H -10.9085 -0.1639 -1.1419 0.059
H -13.6893 -0.3800 -1.7371 0.075
H -4.2600 -0.6891 2.9828 0.082
H -11.5664 2.0655 6.8810 0.106
H -11.6729 -5.0138 -0.4264 0.106
H -11.7871 -3.7156 2.9551 0.048
H -8.3500 -1.0228 -3.0534 0.105
H -5.8920 -0.7714 2.4556 0.047
H -8.7906 0.8552 -1.7285 0.065
H -4.4568 1.8691 2.7699 0.077
H -10.1807 -2.5894 4.1163 0.038
H -9.2733 3.2114 -0.6664 0.059
H -8.1081 -2.7764 5.0021 0.090
H -12.3483 3.4767 -0.8958 0.056
H -14.1162 -2.6741 2.3199 0.068
H -14.1103 1.9921 1.7421 0.084
H -6.1709 2.0296 2.6941 0.058
H -8.5200 -0.7590 6.5045 0.068
H -5.3740 -0.5151 0.0611 0.066
```

Computed properties:
- Orbital gap: 6.425 eV
- E: -66522.7331 eV
- E_HOMO: -6.6 eV

***

Below is a cluster of 8 separate species, C40H88O14 in total at a distorted geometry, with properties calculated with wB97M-V/def2-TZVPD.

```
142
Properties=species:S:1:pos:R:3:lowdin_charge:R:1
O 26.3139 19.3167 34.7780 0.056
O 30.9280 16.7026 27.7109 0.062
O 20.1803 13.1967 28.4387 -0.224
O 32.2045 10.9726 34.0831 -0.186
O 16.5115 10.2958 27.1719 -0.192
O 38.5102 12.6772 32.5951 0.068
O 19.2398 12.0493 25.7332 -0.122
O 30.0847 6.0776 34.0185 -0.188
O 31.2047 16.6277 30.0076 -0.038
O 28.0914 20.2923 35.8758 -0.002
O 35.8433 23.6479 34.5443 0.060
O 32.3152 8.0274 33.7001 -0.129
O 36.2696 23.5026 32.2581 -0.010
O 39.8557 14.4632 33.4359 -0.058
C 37.1105 22.4535 32.3958 -0.272
C 19.9791 13.1928 26.0090 -0.196
C 38.6001 22.8378 32.6567 -0.053
C 39.5882 14.1137 31.0327 0.003
C 29.5951 21.4423 34.4690 -0.084
C 35.7020 24.0506 33.3595 -0.486
C 35.9941 24.6029 27.1273 -0.112
C 25.9132 20.2696 36.9790 0.021
C 24.4680 20.6651 18.7554 -0.190
C 32.6775 16.7252 29.9566 -0.226
C 32.4419 6.6426 33.2249 -0.170
C 31.6130 22.9951 27.7786 -0.261
C 26.2665 18.6969 21.6395 -0.081
C 15.3586 9.5405 26.7243 -0.093
C 17.1960 10.8842 26.0236 -0.180
C 30.4687 23.8095 28.3867 -0.127
C 30.9131 11.2028 34.5210 -0.143
C 32.8418 23.7554 27.2200 -0.202
C 24.4398 22.2601 18.4230 -0.219
C 28.9718 16.2128 28.9238 0.004
C 29.0529 20.1068 34.8856 -0.254
C 34.7542 25.1101 32.9714 0.013
C 25.6464 22.5273 17.4824 -0.117
C 25.5729 20.2816 19.7143 -0.287
C 34.0658 23.0487 26.5384 -0.231
C 38.1791 15.3747 34.7521 -0.080
C 33.1012 8.9667 33.0004 -0.212
C 29.5605 6.4379 32.7603 -0.128
C 39.3168 14.3749 34.7880 -0.213
C 25.4080 18.9674 20.3772 -0.304
C 30.4338 16.4876 28.8267 -0.452
C 39.3144 13.6029 32.4388 -0.436
C 31.5148 5.7791 34.0848 -0.151
C 20.3612 12.3332 29.5357 -0.101
C 32.3788 10.2943 32.7815 -0.141
C 26.8141 19.8992 35.7564 -0.464
C 33.3653 16.5896 31.2650 -0.086
C 20.9171 13.0673 27.2150 -0.173
C 35.0960 24.0014 26.0510 -0.293
C 18.2925 11.6943 26.6625 -0.230
H 35.7922 23.3357 25.5409 0.101
H 23.4419 22.5322 18.0791 0.084
H 18.9300 11.1465 27.3565 0.122
H 38.9342 13.4237 35.1579 0.117
H 34.3891 25.6348 33.8543 0.092
H 28.3814 16.2792 28.0100 0.091
H 40.4618 13.6104 30.6185 0.086
H 33.0003 17.5312 29.2975 0.118
H 32.1414 6.6270 32.1773 0.109
H 34.7858 24.7342 25.3062 0.111
H 16.6426 11.4462 25.2713 0.131
H 26.3376 19.6540 22.1562 0.066
H 21.3525 12.4834 29.9633 0.087
H 29.9350 19.6942 35.3753 0.121
H 33.2875 24.3265 28.0344 0.096
H 26.5210 22.4051 18.1213 0.058
H 33.0440 15.8602 29.4038 0.114
H 30.1595 11.2237 33.7337 0.083
H 37.2964 14.9619 34.2639 0.083
H 24.3513 18.7494 20.5318 0.101
H 30.0423 7.2663 32.2410 0.075
H 29.4817 5.5564 32.1240 0.086
H 25.7013 21.3329 36.8667 0.081
H 26.5977 20.3090 19.3438 0.116
H 25.6337 18.3332 19.5199 0.107
H 23.5363 20.4233 19.2669 0.098
H 30.7452 12.1093 35.1026 0.079
H 31.1901 22.3791 26.9850 0.098
H 25.7436 21.7358 16.7393 0.065
H 35.3725 25.7947 32.3908 0.097
H 35.4483 25.0519 27.9572 0.057
H 33.6167 22.5864 25.6594 0.110
H 39.0578 23.1287 31.7112 0.068
H 28.8221 19.5245 33.9936 0.130
H 32.4676 24.4140 26.4362 0.109
H 19.3144 14.0497 26.1187 0.127
H 19.6475 12.6460 30.2979 0.089
H 33.8970 24.6332 32.4961 0.099
H 30.2726 24.8040 27.9859 0.064
H 37.0396 21.9326 31.4410 0.125
H 17.7117 10.0904 25.4833 0.123
H 24.9812 19.7082 36.9149 0.080
H 28.7797 21.9583 33.9621 0.077
H 25.9186 17.8455 22.2246 0.070
H 30.6448 24.0092 29.4437 0.063
H 31.8125 22.2584 28.5568 0.098
H 32.8565 17.0175 32.1288 0.077
H 20.0578 11.3428 29.1965 0.079
H 24.4293 20.0907 17.8299 0.106
H 27.2548 18.5544 21.2024 0.068
H 32.9902 10.9027 32.1150 0.116
H 34.3844 16.9648 31.3590 0.082
H 25.8166 23.4764 16.9741 0.062
H 21.5153 12.1570 27.1759 0.125
H 31.7267 5.9333 35.1428 0.127
H 28.5422 6.7941 32.9155 0.087
H 36.4625 23.7505 27.6193 0.069
H 34.0037 9.2758 33.5277 0.123
H 29.4898 23.3486 28.2551 0.066
H 33.5573 8.5545 32.1003 0.120
H 28.5125 16.9305 29.6035 0.089
H 15.6775 8.8995 25.9024 0.079
H 24.4423 22.9084 19.2992 0.090
H 38.7800 23.4587 33.5344 0.080
H 39.1104 21.8874 32.8127 0.069
H 33.4559 6.2428 33.2207 0.124
H 31.6049 4.7408 33.7657 0.119
H 31.3969 10.1997 32.3177 0.112
H 29.9341 22.1296 35.2441 0.081
H 30.7766 10.4162 35.2631 0.088
H 21.6917 13.8316 27.2790 0.118
H 25.5991 21.0137 20.5215 0.110
H 36.9027 21.7696 33.2187 0.118
H 26.3897 20.1116 37.9465 0.077
H 30.3581 21.3919 33.6922 0.079
H 20.5374 13.5179 25.1311 0.124
H 39.6226 15.2014 30.9700 0.080
H 40.1426 14.5300 35.4824 0.117
H 28.8851 15.2045 29.3288 0.090
H 37.8794 15.4139 35.7993 0.070
H 36.7269 25.3419 26.8030 0.071
H 17.7585 12.5232 27.1271 0.140
H 38.7537 13.9207 30.3586 0.082
H 14.9054 8.9984 27.5543 0.086
H 33.4055 15.5272 31.5056 0.076
H 14.6544 10.2408 26.2752 0.079
H 38.3199 16.4483 34.6268 0.080
H 34.4788 22.3456 27.2617 0.114
```

Computed properties:
- Orbital gap: 9.436 eV
- Structure (SMILES): CCOC(C)=O.CCOC(C)=O.CCOC(C)=O.CCOC(C)=O.COCCOCCOC.COCCOCCOC.CCCCCC.CCCCCC
- Relative energy (zero: lowest compared OMol25 entry of this formula, charge and spin): 138.2 kcal/mol
- E: -71564.0291 eV
- E_HOMO: -9.3 eV

***

Below is a cluster of 7 separate species, C40H91ClN3O6S2 in total, with properties calculated with wB97M-V/def2-TZVPD.

```
143
Properties=species:S:1:pos:R:3:lowdin_charge:R:1
Cl -1.1286 -3.3854 3.4369 0.652
S 0.1846 -6.2952 -2.6023 0.731
S 0.4914 -6.2497 0.4026 0.957
O -1.3881 2.1482 2.1254 -0.186
O 4.9252 3.1525 -0.6552 -0.148
O -6.5370 3.7274 0.6928 -0.174
O 6.8839 0.5619 3.8990 -0.197
O -9.0798 0.4120 -2.4514 -0.181
O 5.3362 4.7254 -5.0697 -0.179
N 3.1039 -2.0473 5.0735 0.032
N -1.4533 -7.4038 -0.7496 -0.254
N 2.8663 -0.8877 1.9705 0.166
C -0.6151 -2.5119 1.9476 -0.689
C 4.0279 -1.1707 2.4201 0.041
C 2.5087 -4.5339 2.3339 -0.144
C 2.8218 -4.8665 0.8643 -0.239
C -7.1730 2.5666 1.2007 -0.280
C -10.9096 1.1966 -3.9065 -0.076
C -6.8907 4.0969 -0.6316 -0.277
C -0.3247 -6.6628 -1.1015 -1.102
C 0.5360 -1.5433 2.2658 -0.166
C -3.3234 -5.8447 -1.4554 -0.073
C 1.6118 -4.9160 -0.0673 -0.498
C -8.3702 4.3753 -0.8282 -0.075
C 4.5480 3.7394 -1.8990 -0.261
C -2.3428 2.6620 3.0501 -0.272
C -9.4435 0.8316 -3.7572 -0.279
C -0.5699 3.1113 1.4824 -0.287
C 4.1377 0.8802 -1.1612 -0.072
C -9.5440 -1.9858 -2.7856 -0.078
C -9.7522 -0.7325 -1.9539 -0.280
C 5.5005 4.0905 -6.3287 -0.279
C 4.1363 2.0762 -0.2193 -0.306
C -3.3377 3.6283 2.4390 -0.069
C 7.9479 0.6930 2.9624 -0.281
C 1.9323 -2.0466 1.9107 -0.173
C 6.5912 4.6972 -7.1926 -0.077
C 4.9927 6.1016 -5.1089 -0.281
C 0.2906 3.9315 2.4273 -0.076
C -1.7943 -1.7452 1.3670 -0.106
C 7.1500 1.0506 5.2097 -0.276
C 3.6834 6.3964 -5.8190 -0.076
C -1.8034 -8.5313 -1.6293 -0.253
C 2.2787 -2.9872 4.3056 -0.187
C 3.1440 4.3136 -1.9108 -0.064
C -2.0939 -9.7744 -0.8008 -0.073
C 2.6875 -3.0820 2.8072 -0.349
C 4.1520 -2.6143 2.6706 -0.068
C 7.4956 2.5266 5.2620 -0.074
C -2.6016 -6.5853 -0.3182 -0.224
C 9.2163 -0.0401 3.3564 -0.074
C -6.9077 1.3124 0.3883 -0.074
H -1.8691 -0.7971 1.9042 0.075
H -3.0158 -9.6606 -0.2283 0.069
H 2.5279 -1.3740 5.5597 0.082
H -6.5536 3.3373 -1.3463 0.108
H -2.6753 -8.2788 -2.2388 0.115
H 6.2300 0.8636 5.7643 0.116
H -9.3418 -0.8788 -0.9539 0.112
H 7.5546 0.2772 2.0324 0.110
H 5.7533 3.0582 -6.0845 0.117
H -0.9753 -8.7062 -2.3109 0.087
H -5.8364 1.1160 0.3111 0.076
H 4.8144 -2.8544 3.4974 0.137
H 5.8048 6.6894 -5.5498 0.110
H 3.4583 7.4610 -5.7460 0.080
H 5.1568 0.5340 -1.3383 0.086
H -11.0928 1.5727 -4.9137 0.079
H 2.9641 4.7953 -2.8724 0.068
H -6.7804 2.4542 2.2125 0.113
H 1.2403 -2.6880 4.3864 0.061
H -0.3099 4.5491 3.0950 0.071
H 6.3635 5.7235 -7.4820 0.068
H 6.6999 4.1145 -8.1081 0.079
H -2.8605 4.5392 2.0755 0.072
H 8.4269 2.7507 4.7417 0.070
H -8.2524 2.7298 1.2952 0.110
H 2.3210 -3.9973 4.7165 0.128
H -2.7322 -2.2817 1.4823 0.073
H -2.2265 -5.8757 0.4184 0.083
H 0.3661 -0.6378 1.6733 0.119
H -0.2894 -3.2968 1.2673 0.063
H 3.5521 -4.1775 0.4305 0.106
H 9.6586 0.3666 4.2658 0.071
H 2.3774 3.5472 -1.7806 0.065
H 3.1044 2.3992 -0.0164 0.099
H -1.8347 3.1203 3.9057 0.108
H 1.8958 -2.4003 0.8778 0.144
H -8.8230 1.7081 -3.9463 0.116
H 3.0226 5.0562 -1.1206 0.084
H 4.6780 3.0270 -2.7186 0.107
H -6.3123 5.0004 -0.8266 0.118
H -3.3466 -4.7710 -1.2734 0.067
H 0.4756 -1.2246 3.3057 0.113
H 3.6487 -2.5169 5.7824 0.085
H -9.9650 -1.8892 -3.7868 0.067
H 7.6187 2.8346 6.3007 0.082
H 4.7983 -0.4148 2.5491 0.148
H 6.7018 3.1267 4.8156 0.083
H -10.0347 -2.8320 -2.3030 0.078
H 3.7237 6.1410 -6.8782 0.069
H -8.5441 4.7174 -1.8494 0.077
H -8.7115 5.1504 -0.1409 0.082
H 3.6898 1.1144 -2.1264 0.074
H 3.2897 -5.8518 0.8386 0.115
H -2.8626 1.7793 3.4241 0.116
H 7.5456 4.6952 -6.6650 0.083
H -10.8222 -0.5302 -1.8334 0.109
H 4.5752 1.7884 0.7424 0.106
H -1.6120 -1.5249 0.3144 0.093
H -7.3199 1.3891 -0.6188 0.054
H 9.0181 -1.1005 3.5190 0.081
H -4.0729 3.9234 3.1882 0.085
H -3.2818 -7.2429 0.2229 0.115
H 1.4819 -4.8389 2.5603 0.094
H 3.5605 0.0563 -0.7305 0.052
H -2.2211 -10.6378 -1.4538 0.077
H -4.3575 -6.1768 -1.5468 0.074
H 7.9367 0.4554 5.6839 0.110
H 8.1598 1.7492 2.7703 0.111
H -7.3842 0.4554 0.8679 0.077
H 2.6073 0.0525 1.6923 0.169
H -11.1873 1.9724 -3.1917 0.080
H 3.1490 -5.1392 2.9791 0.128
H 0.0670 2.5304 0.8107 0.104
H -1.1734 3.7703 0.8501 0.112
H -9.1622 0.0743 -4.4976 0.108
H -1.2816 -9.9675 -0.1017 0.077
H 1.0561 -3.9767 -0.0735 0.053
H -8.9786 3.4834 -0.6736 0.064
H 4.9207 6.3980 -4.0611 0.111
H 9.9557 0.0558 2.5609 0.082
H 0.9353 4.5986 1.8534 0.076
H -3.8719 3.1704 1.6057 0.075
H 0.9201 3.2844 3.0417 0.075
H 1.9305 -5.0987 -1.0935 0.034
H 4.6361 -3.0272 1.7740 0.142
H -11.5653 0.3392 -3.7518 0.068
H -8.4807 -2.2099 -2.8832 0.081
H 2.8625 5.8378 -5.3659 0.073
H -2.8402 -6.0194 -2.4159 0.058
H 5.2750 4.5328 -2.0621 0.119
H 4.5510 4.0671 -6.8751 0.108
```

Computed properties:
- Orbital gap: 7.322 eV
- E: -93895.9232 eV
- Net charge: +1
- E_HOMO: -10.4 eV